No. 1
Here is C24H32N2O2RuS4Sb as an isolated structure in a non-equilibrium geometry from the OMol25 dataset. Energies are from ωB97M-V/def2-TZVPD.

CARTESIAN COORDINATES (ANGSTROEM)
1 Ru -0.948 0.356 -0.074
2 C -1.418 -1.400 2.746
3 C -0.362 -2.127 1.971
4 S -0.415 -1.779 0.181
5 C -1.844 -2.773 -0.377
6 C -3.164 -2.091 -0.136
7 S -3.016 -0.356 -0.692
8 C -4.011 0.511 0.551
9 C -3.491 0.349 1.971
10 S -1.650 0.300 2.063
11 H -2.370 -1.926 2.723
12 H -1.125 -1.284 3.789
13 H 0.632 -1.785 2.253
14 H -0.418 -3.207 2.118
15 H -1.665 -2.911 -1.444
16 H -1.801 -3.754 0.097
17 H -3.960 -2.573 -0.703
18 H -3.441 -2.097 0.916
19 H -3.966 1.551 0.228
20 H -5.050 0.187 0.470
21 H -3.816 1.195 2.576
22 H -3.874 -0.552 2.444
23 O 1.759 0.356 1.854
24 S 1.736 1.738 1.340
25 O 1.966 2.728 2.361
26 N 0.372 1.951 0.534
27 C 0.294 3.105 -0.281
28 C 0.805 4.339 0.039
29 C 0.703 5.412 -0.872
30 C 0.102 5.258 -2.086
31 C -0.456 4.007 -2.440
32 C -1.083 3.755 -3.677
33 C -1.593 2.511 -3.943
34 C -1.516 1.524 -2.958
35 N -0.944 1.724 -1.779
36 C -0.380 2.943 -1.521
37 C 3.043 1.869 0.160
38 C 3.998 2.865 0.291
39 C 5.014 2.951 -0.653
40 C 5.059 2.054 -1.709
41 C 4.090 1.064 -1.836
42 C 3.074 0.971 -0.901
43 H 1.284 4.488 0.997
44 H 1.117 6.372 -0.593
45 H 0.036 6.080 -2.786
46 H -1.147 4.549 -4.411
47 H -2.064 2.282 -4.888
48 H -1.944 0.547 -3.136
49 H 3.944 3.558 1.119
50 H 5.766 3.723 -0.563
51 H 5.851 2.127 -2.442
52 H 4.129 0.370 -2.665
53 H 2.310 0.206 -0.990
54 C 4.745 1.352 3.137
55 Sb 3.768 -0.475 3.518
56 C 2.147 -0.056 4.833
57 C 3.762 -1.732 1.799
58 H 5.257 1.646 4.051
59 H 4.002 2.104 2.867
60 H 5.468 1.212 2.336
61 H 2.568 0.616 5.580
62 H 1.807 -0.966 5.322
63 H 1.353 0.441 4.282
64 H 4.070 -1.099 0.969
65 H 2.764 -2.125 1.614
66 H 4.475 -2.535 1.965

Its orbital gap (spin up / spin down) is 7.00 / 6.33 eV. The total charge is +2. The multiplicity is 2. The lowest unoccupied orbital energy (spin up / spin down) comes out at -6.12 / -6.80 eV. As for the relative energy (zero: lowest compared OMol25 entry of this formula, charge and spin): 39.5 kcal per mole.

These are the natural (NBO) partial charges, in e, on atoms 1 to 2: 0.17 -0.54

No. 2
Here is C24H32N2S6V as an isolated structure from the OMol25 dataset. Energies are from ωB97M-V/def2-TZVPD.

CARTESIAN COORDINATES (ANGSTROEM)
1 V -1.516 -0.193 -1.109
2 C -2.830 -0.607 2.670
3 C -3.558 0.719 2.848
4 S -2.528 2.198 2.699
5 C -1.284 1.879 3.985
6 C 0.140 1.902 3.429
7 S 0.442 0.848 1.994
8 C 0.899 -0.756 2.685
9 C 1.442 -1.596 1.531
10 S 0.511 -1.670 -0.039
11 C -0.688 -2.994 0.252
12 C -1.791 -2.714 1.264
13 S -2.753 -1.198 0.953
14 H -3.360 -1.383 3.227
15 H -1.818 -0.536 3.060
16 H -4.041 0.716 3.827
17 H -4.353 0.839 2.109
18 H -1.501 0.926 4.468
19 H -1.369 2.647 4.756
20 H 0.860 1.684 4.221
21 H 0.365 2.906 3.065
22 H 0.067 -1.262 3.177
23 H 1.699 -0.656 3.422
24 H 1.594 -2.631 1.844
25 H 2.414 -1.202 1.235
26 H -0.147 -3.891 0.563
27 H -1.115 -3.191 -0.732
28 H -1.371 -2.627 2.266
29 H -2.477 -3.562 1.270
30 S -3.013 -1.772 -2.471
31 C -2.091 -0.905 -3.641
32 N -1.131 -0.102 -3.256
33 C -0.544 0.566 -4.312
34 C 0.473 1.513 -4.208
35 C 0.945 2.100 -5.367
36 C 0.419 1.756 -6.614
37 C -0.597 0.825 -6.727
38 C -1.079 0.235 -5.565
39 S -2.357 -0.934 -5.361
40 H 0.850 1.788 -3.233
41 H 1.730 2.843 -5.308
42 H 0.805 2.231 -7.506
43 H -1.010 0.571 -7.694
44 C -3.715 2.333 -3.237
45 N -4.362 2.816 -2.030
46 C -5.753 2.411 -2.003
47 C -3.673 2.345 -0.838
48 C -2.244 2.826 -0.744
49 C -2.023 4.199 -0.638
50 C -0.735 4.700 -0.554
51 C 0.340 3.816 -0.593
52 C 0.096 2.455 -0.706
53 C -1.193 1.904 -0.767
54 H -4.215 2.748 -4.113
55 H -3.757 1.230 -3.308
56 H -2.670 2.641 -3.251
57 H -6.269 2.799 -2.882
58 H -6.241 2.813 -1.114
59 H -5.868 1.312 -1.995
60 H -3.693 1.232 -0.798
61 H -4.245 2.696 0.029
62 H -2.873 4.872 -0.630
63 H -0.566 5.767 -0.470
64 H 1.357 4.188 -0.544
65 H 0.960 1.792 -0.735

Its orbital gap (spin up / spin down) is 7.20 / 7.85 eV. The multiplicity is 4. The lowest unoccupied orbital energy (spin up / spin down) comes out at 0.11 / 0.11 eV. As for the relative energy (zero: lowest compared OMol25 entry of this formula, charge and spin): 18.0 kcal per mole.

These are the natural (NBO) partial charges, in e, on atoms 1 to 2: 0.86 -0.53

No. 3
Here is C24H32N3NdO8P2 as an isolated structure in a non-equilibrium geometry from the OMol25 dataset. Energies are from ωB97M-V/def2-TZVPD.

CARTESIAN COORDINATES (ANGSTROEM)
1 C -0.861 3.978 -1.695
2 C -0.879 2.635 -1.369
3 N -0.029 2.212 -0.435
4 C 0.856 2.969 0.212
5 C 0.922 4.312 -0.106
6 C 0.053 4.825 -1.068
7 C -1.787 1.633 -2.066
8 P -2.214 0.114 -1.086
9 Nd -0.041 0.005 0.069
10 P 2.129 0.540 1.103
11 C 1.694 2.337 1.322
12 C 0.027 -2.200 0.327
13 C -1.001 -2.705 1.052
14 C -1.017 -4.098 1.211
15 C -0.002 -4.885 0.657
16 C 1.029 -4.273 -0.063
17 C 1.042 -2.879 -0.243
18 O -0.723 0.222 -4.690
19 O 0.472 -1.808 -3.320
20 H -1.555 4.345 -2.445
21 H 1.641 4.942 0.410
22 H 0.086 5.886 -1.327
23 C -3.516 0.496 0.032
24 C -2.678 -1.171 -2.177
25 H 2.625 2.898 1.477
26 H 1.108 2.373 2.261
27 H -1.296 1.241 -2.993
28 H -2.731 2.114 -2.367
29 C 2.405 -0.158 2.687
30 C 3.565 0.419 0.096
31 H -1.786 -2.110 1.504
32 H -1.821 -4.557 1.786
33 H -0.014 -5.975 0.787
34 H 1.830 -4.870 -0.500
35 H 1.845 -2.418 -0.811
36 H 0.622 -1.201 -2.530
37 H 0.201 -2.648 -2.918
38 H -0.363 -0.623 -4.314
39 H 0.077 0.707 -4.941
40 H 0.838 -0.231 -1.555
41 H -4.403 0.718 -0.567
42 H -3.711 -0.369 0.686
43 H -3.263 1.351 0.677
44 H -3.553 -0.827 -2.733
45 H -1.858 -1.423 -2.867
46 H -2.922 -2.062 -1.585
47 H 4.390 0.870 0.650
48 H 3.779 -0.642 -0.106
49 H 3.419 0.924 -0.868
50 H 3.283 0.323 3.115
51 H 1.536 -0.027 3.344
52 H 2.571 -1.238 2.576
53 O -0.171 -1.517 3.166
54 C -0.748 -0.424 3.223
55 O -0.991 0.355 2.222
56 C -1.026 0.090 4.637
57 C -1.627 1.325 4.893
58 C -1.734 1.782 6.227
59 C -1.229 1.026 7.288
60 C -0.622 -0.204 7.028
61 C -0.523 -0.673 5.703
62 N -0.063 -0.992 8.105
63 O -0.130 -0.544 9.288
64 O 0.493 -2.096 7.841
65 N -2.353 3.061 6.499
66 O -2.804 3.747 5.536
67 O -2.427 3.462 7.697
68 H -2.000 1.927 4.071
69 H -1.297 1.384 8.305
70 H -0.031 -1.623 5.523

Its orbital gap (spin up / spin down) is 2.41 / 6.00 eV. The multiplicity is 4. The lowest unoccupied orbital energy (spin up / spin down) comes out at -1.58 / -2.06 eV.

These are the Löwdin partial charges, in e, on atoms 1 to 2: 0.00 -0.29

No. 4
Here is C24H32N3O8P2Ti as an isolated structure in a non-equilibrium geometry from the OMol25 dataset. Energies are from ωB97M-V/def2-TZVPD.

CARTESIAN COORDINATES (ANGSTROEM)
1 C 2.217 0.868 -4.083
2 C 1.862 1.086 -2.752
3 N 0.715 0.575 -2.240
4 C -0.175 -0.021 -3.070
5 C 0.122 -0.240 -4.410
6 C 1.339 0.191 -4.924
7 C 2.794 1.855 -1.852
8 P 2.496 1.461 -0.094
9 Ti 0.164 0.812 -0.123
10 P -2.073 0.516 -1.065
11 C -1.492 -0.502 -2.491
12 C -0.265 1.798 1.762
13 C 0.285 1.105 2.847
14 C -0.092 1.443 4.153
15 C -1.005 2.479 4.381
16 C -1.572 3.145 3.288
17 C -1.217 2.794 1.978
18 O 2.470 4.692 -1.782
19 O 0.665 4.783 0.218
20 H 3.205 1.186 -4.416
21 H -0.621 -0.746 -5.029
22 H 1.604 -0.001 -5.959
23 C 3.454 -0.036 0.286
24 C 3.215 2.756 0.926
25 H -2.283 -0.495 -3.250
26 H -1.403 -1.549 -2.155
27 H 2.714 2.973 -1.978
28 H 3.838 1.590 -2.058
29 C -3.234 -0.534 -0.140
30 C -3.123 1.827 -1.763
31 H 1.039 0.326 2.716
32 H 0.300 0.861 4.987
33 H -1.275 2.762 5.403
34 H -2.287 3.953 3.449
35 H -1.714 3.274 1.130
36 H 0.186 3.969 -0.092
37 H 0.521 4.828 1.172
38 H 1.882 4.901 -1.013
39 H 2.116 5.160 -2.557
40 H -0.109 2.366 -0.549
41 H 4.532 0.141 0.182
42 H 3.239 -0.312 1.328
43 H 3.158 -0.877 -0.356
44 H 4.291 2.852 0.729
45 H 2.696 3.704 0.731
46 H 3.056 2.475 1.976
47 H -4.015 1.424 -2.263
48 H -3.445 2.473 -0.934
49 H -2.552 2.438 -2.474
50 H -4.160 -0.710 -0.707
51 H -2.767 -1.483 0.162
52 H -3.494 0.019 0.773
53 O -0.900 -0.988 2.162
54 C -0.354 -1.662 1.279
55 O 0.394 -1.147 0.323
56 C -0.579 -3.126 1.239
57 C 0.080 -3.938 0.315
58 C -0.201 -5.317 0.316
59 C -1.135 -5.860 1.220
60 C -1.798 -5.008 2.124
61 C -1.518 -3.633 2.145
62 N -2.790 -5.523 3.021
63 O -3.064 -6.742 2.993
64 O -3.345 -4.725 3.806
65 N 0.469 -6.179 -0.622
66 O 1.298 -5.682 -1.402
67 O 0.188 -7.396 -0.612
68 H 0.814 -3.527 -0.377
69 H -1.356 -6.927 1.207
70 H -2.003 -2.977 2.866

Its orbital gap is 7.50 eV. The total charge is +1. The lowest unoccupied orbital energy comes out at -3.90 eV. As for the relative energy (zero: lowest compared OMol25 entry of this formula, charge and spin): 0.0 kcal per mole.

These are the natural (NBO) partial charges, in e, on atoms 1 to 2: -0.24 0.29

No. 5
Here is one molecule with the formula C24H32N4O5 in a non-equilibrium geometry from the OMol25 dataset. Energies are from ωB97M-V/def2-TZVPD.

CARTESIAN COORDINATES (ANGSTROEM)
1 C -5.545 -2.227 0.007
2 C -5.454 -0.922 0.789
3 C -4.422 -0.961 1.918
4 C -2.986 -1.228 1.471
5 C -2.457 -0.144 0.529
6 N -1.063 -0.350 0.235
7 C -0.502 -1.093 -0.742
8 N 0.821 -1.081 -0.694
9 C 1.135 -0.289 0.349
10 C -0.021 0.177 0.966
11 C 0.028 1.110 2.045
12 O -0.890 1.641 2.642
13 N 1.352 1.400 2.365
14 C 2.530 0.967 1.777
15 O 3.605 1.366 2.165
16 N 2.386 0.075 0.743
17 C 3.551 -0.443 0.052
18 C 3.935 -1.826 0.576
19 C 5.159 -2.374 -0.152
20 C 5.549 -3.752 0.367
21 H 6.421 -4.127 -0.162
22 H 5.785 -3.707 1.428
23 H 4.732 -4.457 0.228
24 H 5.995 -1.685 -0.018
25 H 4.943 -2.435 -1.221
26 H 3.089 -2.502 0.435
27 H 4.145 -1.755 1.646
28 H 3.303 -0.499 -1.010
29 H 4.364 0.267 0.215
30 H 1.488 2.066 3.117
31 C -1.232 -1.748 -1.862
32 H -2.140 -2.241 -1.511
33 H -0.558 -2.496 -2.280
34 C -1.586 -0.720 -2.963
35 C -0.424 0.251 -3.094
36 O 0.487 0.142 -3.865
37 O -0.593 1.218 -2.185
38 C 0.402 2.052 -1.696
39 C 1.740 1.979 -2.028
40 C 2.655 2.785 -1.366
41 C 2.229 3.651 -0.380
42 C 0.884 3.741 -0.053
43 C -0.049 2.951 -0.708
44 O -1.387 2.946 -0.473
45 C -1.906 3.825 0.501
46 H -1.640 4.864 0.288
47 H -1.568 3.550 1.505
48 H -2.988 3.712 0.444
49 H 0.571 4.420 0.724
50 H 2.942 4.265 0.149
51 H 3.701 2.722 -1.620
52 H 2.064 1.290 -2.789
53 H -1.750 -1.233 -3.909
54 H -2.477 -0.155 -2.688
55 H -2.547 0.832 1.012
56 H -3.013 -0.131 -0.408
57 H -2.348 -1.251 2.357
58 H -2.915 -2.205 0.988
59 H -4.709 -1.741 2.627
60 H -4.447 -0.007 2.449
61 H -5.230 -0.100 0.107
62 H -6.429 -0.713 1.235
63 H -4.632 -2.420 -0.551
64 H -5.718 -3.063 0.681
65 H -6.368 -2.185 -0.703

Its orbital gap is 8.65 eV. The lowest unoccupied orbital energy comes out at 0.57 eV. As for the relative energy (zero: lowest compared OMol25 entry of this formula, charge and spin): 36.1 kcal per mole.

These are the natural (NBO) partial charges, in e, on atoms 1 to 2: -0.61 -0.40

No. 6
Here is a 6-piece molecular cluster, C24H32N5O5P overall in a non-equilibrium geometry from the OMol25 dataset. Energies are from ωB97M-V/def2-TZVPD.

CARTESIAN COORDINATES (ANGSTROEM)
1 O 4.379 -1.348 0.760
2 C 3.525 -1.226 -0.059
3 C 2.511 -0.092 -0.185
4 C 1.814 -0.366 -1.542
5 P 0.102 -0.918 -1.365
6 O -0.624 -0.968 -2.634
7 O -0.550 0.032 -0.245
8 O 0.120 -2.328 -0.630
9 C 2.737 -1.437 -2.128
10 O 3.256 -2.166 -1.011
11 H 1.839 -0.255 0.661
12 H 2.966 0.891 -0.096
13 H 1.797 0.512 -2.188
14 H -0.369 0.962 -0.415
15 H 0.716 -2.410 0.123
16 H 3.586 -0.896 -2.562
17 H 2.357 -2.053 -2.935
18 N -1.263 3.818 0.116
19 C -1.771 3.002 1.095
20 C -2.121 3.795 2.153
21 C -1.807 5.138 1.807
22 C -1.280 5.119 0.545
23 H -0.939 3.525 -0.787
24 H -1.861 1.938 0.960
25 H -2.555 3.450 3.076
26 H -1.956 6.015 2.413
27 H -0.923 5.916 -0.084
28 N -3.302 -4.685 -1.041
29 C -2.009 -4.906 -0.657
30 C -1.930 -6.188 -0.178
31 C -3.229 -6.759 -0.278
32 C -4.052 -5.806 -0.815
33 H -3.645 -3.826 -1.431
34 H -1.264 -4.137 -0.762
35 H -1.042 -6.665 0.201
36 H -3.523 -7.754 0.010
37 H -5.102 -5.831 -1.054
38 N 5.180 1.573 1.885
39 C 4.335 1.242 2.906
40 C 4.105 2.374 3.643
41 C 4.844 3.429 3.039
42 C 5.500 2.901 1.958
43 H 5.519 0.920 1.201
44 H 3.985 0.230 3.010
45 H 3.480 2.440 4.518
46 H 4.892 4.455 3.364
47 H 6.163 3.356 1.242
48 N 1.883 -2.023 -5.801
49 C 2.959 -2.861 -5.660
50 C 3.827 -2.607 -6.687
51 C 3.253 -1.576 -7.480
52 C 2.055 -1.239 -6.908
53 H 1.080 -1.994 -5.196
54 H 3.014 -3.566 -4.848
55 H 4.767 -3.106 -6.854
56 H 3.670 -1.137 -8.371
57 H 1.313 -0.515 -7.196
58 N -4.944 2.937 5.063
59 C -5.609 2.870 3.869
60 C -6.903 2.508 4.132
61 C -7.022 2.351 5.540
62 C -5.797 2.622 6.086
63 H -3.977 3.178 5.175
64 H -5.110 3.086 2.940
65 H -7.679 2.372 3.397
66 H -7.907 2.071 6.088
67 H -5.462 2.619 7.109

Its orbital gap is 7.93 eV. The lowest unoccupied orbital energy comes out at -0.23 eV.

These are the natural (NBO) partial charges, in e, on atoms 1 to 2: -0.55 0.79

No. 7
Here is an isolated ion of composition C24H32NO3 and charge +1 in a non-equilibrium geometry from the OMol25 dataset. Energies are from ωB97M-V/def2-TZVPD.

CARTESIAN COORDINATES (ANGSTROEM)
1 C -0.161 -1.121 -2.023
2 H -1.062 -1.692 -1.815
3 H -0.442 -0.092 -2.236
4 H 0.304 -1.535 -2.912
5 C 0.811 -1.219 -0.847
6 C 1.157 -2.695 -0.629
7 H 1.902 -2.824 0.152
8 H 0.263 -3.251 -0.357
9 H 1.559 -3.111 -1.547
10 O 0.091 -0.709 0.302
11 C 0.888 -0.566 1.470
12 H 0.206 -0.198 2.241
13 H 1.236 -1.551 1.791
14 C 2.082 0.385 1.263
15 H 2.027 1.233 1.944
16 H 2.995 -0.155 1.513
17 C 2.235 0.854 -0.194
18 C 2.094 -0.390 -1.089
19 H 2.957 -1.027 -0.896
20 H 2.141 -0.091 -2.137
21 C 1.254 1.982 -0.652
22 C 0.226 2.531 0.334
23 H 0.649 2.604 1.335
24 H -0.066 3.538 0.026
25 N -0.996 1.688 0.390
26 H -1.441 1.759 1.308
27 H -0.662 0.671 0.261
28 C -2.032 2.001 -0.626
29 C -3.315 1.271 -0.325
30 C -4.512 1.966 -0.288
31 C -5.726 1.331 -0.035
32 C -5.690 -0.024 0.189
33 C -4.481 -0.732 0.161
34 C -3.284 -0.113 -0.092
35 H -2.372 -0.685 -0.113
36 O -4.720 -2.045 0.417
37 C -6.121 -2.161 0.593
38 O -6.705 -0.880 0.459
39 H -6.534 -2.838 -0.170
40 H -6.335 -2.563 1.594
41 H -6.654 1.876 -0.014
42 H -4.517 3.030 -0.471
43 H -1.650 1.719 -1.610
44 H -2.215 3.078 -0.628
45 H 1.861 2.834 -0.960
46 H 0.728 1.651 -1.547
47 C 3.666 1.439 -0.372
48 C 4.802 0.506 -0.046
49 C 5.345 -0.321 -1.024
50 C 6.386 -1.182 -0.725
51 C 6.907 -1.224 0.557
52 C 6.392 -0.388 1.533
53 C 5.350 0.472 1.232
54 H 4.973 1.138 1.995
55 H 6.806 -0.399 2.529
56 H 7.720 -1.893 0.790
57 H 6.796 -1.815 -1.497
58 H 4.963 -0.278 -2.034
59 H 3.770 1.757 -1.412
60 H 3.746 2.322 0.265

Its orbital gap is 8.67 eV. The total charge is +1. The lowest unoccupied orbital energy comes out at -2.26 eV. As for the relative energy (zero: lowest compared OMol25 entry of this formula, charge and spin): 12.1 kcal per mole.

These are the natural (NBO) partial charges, in e, on atoms 1 to 2: -0.63 0.22

Ordered electronic energy results: -84928.885; -119087.037; -80097.890; -87940.158; -41607.912; -52385.142; -33033.920; unit eV.